Computed, not measured: a 18-piece molecular cluster, C32H60Cl33N7O7 overall in a non-equilibrium geometry, with ωB97M-V/def2-TZVPD.

Geometry as XYZ:
```
139
Properties=species:S:1:pos:R:3:forces:R:3:mulliken_charge:R:1
C 4.284023 0.784416 -0.960020 -0.42 -0.74 -0.87 0.8688
Cl 2.732097 0.556936 -1.815996 0.33 0.09 0.54 0.0158
Cl 4.071343 1.926286 0.350771 0.28 -0.05 0.09 -0.1096
Cl 5.413770 1.340905 -2.216439 0.38 0.12 0.43 -0.1555
H 4.609795 -0.217786 -0.615637 -0.08 0.86 -0.07 -0.4840
C 3.970699 -3.343476 1.355882 0.26 0.16 -0.98 0.2453
Cl 2.779380 -2.050834 0.896918 0.75 -0.78 0.83 0.1787
Cl 3.667139 -4.744923 0.267375 0.11 0.28 0.45 -0.1386
Cl 4.003369 -3.853684 3.051446 -0.32 0.37 -0.41 -0.0911
H 4.982670 -2.984334 1.109751 -0.76 0.07 0.03 -0.2014
C -1.825253 -3.850349 -5.014446 0.83 -0.42 0.12 0.6416
Cl -0.637923 -4.964616 -5.779366 -0.11 0.14 0.28 -0.1245
Cl -3.421136 -4.475761 -5.240733 -0.66 -0.02 -0.14 -0.1001
Cl -1.608072 -2.244593 -5.755851 -0.13 -0.30 0.62 -0.0810
H -1.635070 -3.889589 -3.926081 0.11 0.58 -0.73 -0.3855
C 0.759088 3.689376 1.001811 2.45 -1.41 0.44 0.4559
Cl 0.943750 3.470425 -0.734828 -0.08 0.12 -0.10 0.2969
Cl -0.849400 4.058102 1.391416 -1.42 -0.07 0.29 -0.0587
Cl 1.818546 4.967033 1.655704 0.21 0.29 -0.24 -0.2013
H 1.213936 2.765579 1.484361 -1.34 1.03 -0.38 -0.4078
C -0.363585 3.918111 -5.578762 -0.75 0.01 -0.05 1.1543
Cl -1.873394 4.569461 -6.311516 0.30 -0.35 0.41 -0.1576
Cl 0.785336 3.639776 -6.843716 0.65 -0.04 -0.50 -0.1624
Cl -0.606533 2.454395 -4.642248 -0.37 -0.28 0.10 -0.0701
H 0.015611 4.622797 -4.866469 0.17 0.60 0.09 -0.7044
C 2.466634 -2.484147 -4.602856 0.29 0.25 0.33 0.1899
Cl 3.350244 -0.957839 -4.821303 0.11 -0.31 0.06 -0.1116
Cl 3.043516 -3.394390 -3.150889 -0.53 0.69 -0.43 -0.0313
Cl 2.681527 -3.517016 -6.003047 -0.17 0.03 -0.18 -0.1271
H 1.425095 -2.153933 -4.499322 0.29 -0.68 0.12 -0.0055
C -0.378792 -7.894626 -3.134872 0.22 0.87 -1.41 0.1053
Cl -0.700496 -6.506889 -2.109502 -0.53 0.07 0.38 0.0235
Cl -1.766829 -8.816298 -3.670850 -0.55 0.26 0.07 -0.1278
Cl 0.766217 -8.955915 -2.451186 1.08 -0.82 0.84 -0.1326
H 0.083245 -7.429641 -4.007149 -0.24 -0.33 -0.02 0.1565
C -4.748795 -2.089831 -1.897851 -1.28 1.17 0.55 1.1149
Cl -5.449089 -1.622308 -0.284998 -0.04 -0.10 -0.70 -0.1592
Cl -5.872305 -3.054231 -2.829995 -0.11 -0.29 0.04 -0.1248
Cl -3.252257 -2.843841 -1.594365 1.19 -0.69 -0.22 -0.0119
H -4.620414 -1.165267 -2.458167 0.13 -0.23 0.35 -0.9178
C -5.354877 1.371553 -4.242354 -0.94 0.23 0.78 -0.1748
Cl -5.296965 3.111012 -3.987494 0.67 -0.11 0.00 -0.0379
Cl -6.601774 0.713255 -3.159417 -0.20 -0.21 0.06 -0.1318
Cl -3.894641 0.451672 -4.021874 0.78 0.38 -0.14 -0.0634
H -5.702654 1.202387 -5.226471 -0.18 -0.13 -0.91 0.3749
C -6.142432 4.402787 0.008165 -0.74 -1.43 0.75 0.5244
Cl -7.906779 4.591092 0.046305 0.26 -0.03 0.03 -0.1435
Cl -5.723912 2.664598 -0.288007 -0.09 0.82 0.06 -0.0570
Cl -5.417499 4.918832 1.520279 0.10 0.15 0.17 -0.1239
H -5.771493 5.006988 -0.770164 0.64 0.46 -1.06 -0.1833
C -0.732472 -0.434768 -0.460191 -0.93 1.05 -0.54 0.2186
Cl 0.221481 -1.090291 -1.819082 -0.85 -0.05 0.42 0.3806
Cl -1.847913 0.949089 -1.011782 0.79 -1.04 0.08 0.1130
Cl 0.260435 0.171722 0.837117 0.17 -0.10 0.15 0.3202
H -1.406494 -1.191865 -0.071622 0.22 -0.15 -0.08 -0.6823
C 2.347114 -4.387027 7.848475 -0.44 1.09 -1.09 -1.1117
C 2.048189 -5.140609 6.566166 0.11 0.84 0.07 0.7866
O 2.306617 -6.313481 6.419921 0.19 -0.43 0.10 -0.6419
N 1.428031 -4.405465 5.596112 0.32 0.37 0.38 0.0726
C 0.958807 -5.032093 4.399417 -0.26 0.05 -1.43 -0.7943
H 1.694251 -4.786151 8.567898 -1.09 -0.42 1.10 0.2973
H 2.200236 -3.290466 7.795987 -0.01 -0.59 -0.13 0.2365
H 3.312433 -4.574666 8.228809 1.29 -0.34 0.06 0.3579
H 1.154202 -3.445318 5.791904 0.24 -0.56 -0.09 0.1130
H 1.257757 -6.083423 4.373381 0.03 0.23 0.30 0.3017
H 1.386778 -4.572473 3.458001 -0.62 -0.25 1.07 0.0354
H -0.138580 -4.993814 4.397535 0.17 0.02 -0.35 0.3561
C 6.821865 -3.133241 -2.709773 -1.98 -0.27 -0.29 -1.0046
C 6.601875 -2.832252 -1.239082 0.99 0.97 0.28 0.6120
O 5.880359 -1.942732 -0.771455 0.30 -1.13 -0.49 -0.5987
N 7.464454 -3.549491 -0.476400 -0.67 0.02 0.32 -0.1314
C 7.663293 -3.305888 0.947185 -0.14 1.30 -0.53 -0.9259
H 6.939281 -4.228021 -2.872568 0.11 0.84 -0.04 0.3618
H 7.600371 -2.541320 -3.158044 0.72 0.04 0.20 0.3350
H 5.922248 -2.784648 -3.234566 0.09 -0.37 0.06 0.1132
H 8.096194 -4.130886 -1.003396 0.03 -0.09 0.44 0.2383
H 7.059121 -3.906852 1.619526 -0.51 0.03 -0.13 0.2461
H 7.549944 -2.198700 1.140031 -0.06 -1.27 -0.06 0.2979
H 8.664359 -3.583350 1.155773 1.09 -0.10 0.34 0.4033
C 2.987734 4.342568 -3.394734 -3.76 0.64 -2.67 -0.8776
C 2.056348 5.441562 -2.867084 1.96 -0.69 1.21 0.1596
O 0.924239 5.570979 -3.264688 -1.17 0.59 -0.47 -0.4665
N 2.584127 6.184220 -1.840383 0.45 -0.57 -0.43 -0.0273
C 3.931378 5.966426 -1.274889 0.30 0.93 -0.65 -0.8772
H 3.953211 4.662912 -3.445437 2.73 0.64 -0.14 0.5891
H 2.604768 4.079149 -4.451632 0.69 0.41 1.60 0.0566
H 2.875747 3.476421 -2.818056 0.02 -1.32 1.05 0.1262
H 2.041065 6.960916 -1.530452 -0.32 0.25 0.26 0.2380
H 4.122551 4.897784 -1.186775 -0.19 0.06 0.71 0.2261
H 4.094544 6.558786 -0.318184 -0.43 -1.03 -1.23 0.2561
H 4.682890 6.290216 -2.031891 -0.26 0.15 0.65 0.3620
C -2.418146 6.242045 -1.597128 -0.18 -0.57 0.67 -0.6304
C -3.481686 6.242014 -2.628452 -1.48 -0.73 -3.37 0.6168
O -4.628760 5.749019 -2.503751 1.98 0.94 0.39 -0.7023
N -3.114001 6.739590 -3.896757 0.07 -0.17 1.62 -0.0645
C -1.907383 7.524510 -4.167244 0.29 0.16 -0.77 -0.7266
H -2.802460 5.654020 -0.777387 0.03 -0.45 0.22 0.0535
H -2.384919 7.229592 -1.187081 0.53 0.89 0.14 0.4280
H -1.421180 5.866117 -1.888402 -0.54 0.35 -0.16 0.0714
H -3.818545 6.712608 -4.629377 0.15 -0.06 0.57 0.2848
H -1.803853 7.650119 -5.284029 -0.04 -0.23 1.25 0.2933
H -0.975424 7.102015 -3.761192 -0.45 -0.44 -0.33 0.0891
H -1.932217 8.519865 -3.719815 -0.38 0.19 -0.09 0.3470
C -4.531999 2.860681 4.600733 0.82 -0.36 0.29 -1.1230
C -3.980447 1.443535 4.235790 -0.49 1.78 -0.40 0.7567
O -3.203708 0.851945 4.973908 -0.33 -0.05 0.17 -0.7728
N -4.339568 1.030118 3.021330 1.40 -2.12 -0.27 0.0156
C -3.592378 -0.104883 2.365493 -2.31 0.32 0.02 0.1348
H -5.598772 2.985562 4.717177 -0.45 -0.60 -0.09 0.4047
H -4.251823 3.693767 3.905702 0.32 -0.97 0.59 0.0994
H -4.092190 2.932400 5.589140 0.05 0.91 0.13 0.3599
H -4.858594 1.663128 2.467384 -0.47 0.43 -0.66 0.1683
H -2.769198 -0.368878 2.986164 0.71 -0.02 0.31 -0.0381
H -3.308836 0.225485 1.375702 0.30 -0.03 -0.15 -0.0540
H -4.245896 -1.004781 2.251862 0.47 0.75 0.16 -0.0863
C -0.522774 3.006263 4.656685 -0.68 1.78 -1.37 -1.0167
C 0.130081 1.729106 4.295049 1.72 2.20 -0.55 0.9394
O 1.155703 1.771758 3.622372 0.67 -0.22 -0.79 -0.7281
N -0.384080 0.633763 4.735480 -0.27 -3.60 0.76 0.1112
C 0.318386 -0.665616 4.482920 -1.12 1.08 -0.59 -0.9909
H 0.168453 3.840729 4.450974 0.03 -0.52 0.34 0.3304
H -0.933049 3.118577 5.643405 -0.28 -0.29 0.40 0.4414
H -1.296861 3.202120 3.881168 0.03 -0.28 0.77 -0.1757
H -1.279282 0.703638 5.198538 -0.12 -0.50 -0.05 0.2270
H 1.369297 -0.511910 4.452735 0.86 0.46 0.01 0.3555
H 0.054251 -1.147766 3.540690 -0.27 0.31 -0.17 0.1009
H 0.115116 -1.371748 5.242958 -0.51 -0.51 1.09 0.4794
C -0.458647 -4.490797 0.549280 -1.33 0.88 -0.94 -0.1727
C -1.582208 -3.860591 1.375183 0.90 -2.46 0.96 0.2958
O -1.939959 -2.716433 1.286347 -0.36 1.33 -0.40 -0.2866
N -2.093461 -4.692802 2.329606 -0.33 0.83 0.04 -0.1548
C -3.065088 -4.162188 3.268521 0.25 1.14 0.85 -0.8160
H -0.656691 -4.077962 -0.463167 0.55 -0.21 0.37 -0.2916
H -0.500420 -5.596970 0.450398 0.38 0.83 0.60 0.4655
H 0.440850 -4.011292 0.942797 0.30 -0.60 -0.27 -0.2321
H -1.626427 -5.553277 2.546994 0.01 -0.07 -0.14 0.2904
H -2.677891 -3.302540 3.929162 -0.08 -1.40 -0.77 0.2002
H -3.421555 -4.990082 3.892430 -0.11 0.41 -0.16 0.3595
H -3.869270 -3.658690 2.722694 -0.09 -0.51 0.01 0.2240
```
Forces are in eV/Å.

The value obtained for the gap between HOMO and LUMO is 9.61 eV. The total charge is 0.

Computed, not measured: a 9-piece molecular cluster, C25H68O9 overall in a non-equilibrium geometry, with ωB97M-V/def2-TZVPD.

Geometry as XYZ:
```
102
Properties=species:S:1:pos:R:3:forces:R:3:mulliken_charge:R:1
C -10.292043 -17.147783 -9.548516 0.84 -0.57 -0.48 -1.1756
C -10.622378 -16.845716 -11.032966 0.81 -1.97 0.97 0.5542
C -11.360897 -17.938193 -11.903076 0.10 0.41 1.08 -0.8620
O -11.330031 -15.694805 -10.915465 -2.21 1.96 -1.09 -0.5715
H -9.874999 -16.287411 -9.025135 0.48 0.30 -0.68 0.3816
H -9.557953 -17.952188 -9.502121 -0.16 -0.19 0.36 0.1007
H -11.135065 -17.316934 -8.878590 -0.48 -0.68 -0.68 0.3576
H -9.779894 -16.522608 -11.644462 1.09 -0.82 0.42 0.2060
H -12.371073 -18.113909 -11.533246 -0.08 0.15 0.13 0.4325
H -10.877549 -18.914982 -11.922221 0.31 0.14 0.12 -0.0955
H -11.440345 -17.590435 -12.933051 0.03 0.12 -0.08 0.3952
H -11.436279 -15.503717 -11.850235 -0.78 1.18 -0.02 0.3427
C -4.444735 -19.524147 -11.574370 -0.46 -0.26 1.74 -1.3581
C -3.571252 -18.542755 -12.270295 1.37 -1.28 0.42 0.7466
C -1.979737 -18.846507 -12.138492 -0.67 0.80 -0.47 -1.3449
O -3.898025 -18.725941 -13.615996 0.63 0.73 -1.69 -0.5484
H -4.281661 -19.477342 -10.497654 0.45 -0.69 0.17 0.2496
H -4.331645 -20.504488 -12.037249 0.22 -0.21 0.48 0.3668
H -5.507066 -19.281534 -11.600397 -0.11 0.34 -0.66 0.3768
H -3.833935 -17.545263 -11.917980 0.40 0.31 -0.11 0.2130
H -1.456716 -19.036114 -11.201161 -1.03 -0.04 0.70 0.3477
H -1.426350 -17.973196 -12.483741 -0.19 0.14 -0.44 0.3412
H -1.657816 -19.678390 -12.764931 -0.53 -0.02 -0.28 0.3383
H -4.781716 -19.092620 -13.694944 -0.15 0.22 0.18 0.2653
C -13.901661 -23.202930 -12.905902 1.05 0.40 -0.54 -1.4150
C -12.393205 -22.917062 -12.657146 -2.09 -0.94 -1.11 0.4860
C -11.936018 -21.518153 -12.883026 -0.07 0.70 -0.69 -1.0375
O -12.149451 -23.298571 -11.381451 1.34 -0.69 3.23 -0.5682
H -13.982990 -23.134971 -13.990738 -0.90 -0.08 -0.02 0.3819
H -14.561170 -22.526839 -12.361812 0.10 0.39 -0.26 0.3174
H -14.147109 -24.192885 -12.521395 0.21 -0.12 -0.36 0.3576
H -11.856165 -23.679365 -13.221577 0.24 0.35 -0.66 0.2586
H -10.921934 -21.425826 -12.494188 0.05 0.26 -0.09 0.0924
H -12.602126 -20.806657 -12.395013 0.04 -0.04 0.50 0.3383
H -11.976177 -21.184188 -13.919826 0.25 -0.30 -0.19 0.4727
H -12.252450 -22.565228 -10.770538 -0.13 0.11 0.19 0.3265
C -7.415802 -22.963889 -5.556074 -0.94 0.39 0.20 -0.8840
C -6.938295 -23.005247 -4.137253 1.46 -0.88 1.09 0.1561
C -6.099976 -24.240587 -3.850167 -0.32 -1.02 -0.20 -1.1239
O -6.219709 -21.860606 -3.679640 -1.49 0.15 0.36 -0.6316
H -6.701905 -23.291629 -6.311749 0.03 0.44 -0.08 0.0408
H -7.834728 -21.960553 -5.633035 0.39 0.24 -0.87 0.2826
H -8.308842 -23.585978 -5.615707 0.13 -0.40 -0.22 0.5272
H -7.850522 -23.126175 -3.553026 0.11 0.64 0.48 0.4088
H -5.830731 -24.420639 -2.809390 0.14 0.64 0.06 0.3334
H -5.211663 -24.284663 -4.480296 0.20 0.16 0.05 0.2458
H -6.671853 -25.136442 -4.092052 -0.18 -0.14 -0.32 0.2638
H -5.344246 -21.750282 -4.057815 0.22 -0.19 -0.52 0.4303
C -7.602236 -23.665287 -10.173729 -0.83 0.57 -0.31 -1.2048
C -8.364147 -22.373503 -9.620649 1.14 -0.63 0.14 0.9809
C -7.891828 -21.000539 -10.124114 0.23 -0.35 0.32 -0.7553
O -9.756670 -22.428308 -9.743874 -0.78 -0.48 -0.26 -0.5610
H -7.894663 -24.565406 -9.633019 0.18 0.27 0.61 0.0906
H -6.516876 -23.576614 -10.220997 0.01 0.24 0.51 0.4574
H -7.852147 -23.991098 -11.183428 -0.40 0.70 -0.48 0.4201
H -8.232360 -22.445876 -8.541071 0.33 0.31 0.13 -0.2053
H -7.965311 -20.950304 -11.210476 0.28 0.03 -0.09 0.2403
H -6.895374 -20.750609 -9.759824 0.31 -0.25 -0.39 0.0646
H -8.507592 -20.198683 -9.716722 -0.38 -0.25 0.05 0.1542
H -10.005597 -22.731094 -10.620211 -0.13 -0.20 -0.21 0.2946
C -6.725715 -28.218569 -6.333366 -0.21 -0.45 1.17 -1.4096
C -7.874717 -28.072262 -7.281324 -0.33 1.85 -0.05 0.5590
C -8.219933 -26.552187 -7.444970 -0.09 -1.21 1.30 -1.2882
O -7.503441 -28.531184 -8.528739 0.53 -0.75 -1.57 -0.5263
H -6.939127 -27.704115 -5.396406 -0.05 0.42 -0.05 0.3441
H -5.785626 -27.834308 -6.729164 -0.08 -0.19 -0.13 0.3416
H -6.659223 -29.248404 -5.982468 0.50 -0.21 -0.46 0.3747
H -8.724398 -28.686577 -6.983380 -0.31 0.32 0.63 0.2761
H -9.021588 -26.333619 -8.150429 0.07 -0.16 -0.15 0.5423
H -7.294733 -26.038591 -7.706372 -0.12 0.12 -0.06 0.2385
H -8.551692 -26.253552 -6.450550 -0.04 0.57 -0.04 0.3381
H -8.251992 -28.280110 -9.074840 0.08 -0.31 -0.65 0.1717
C -4.726891 -21.074452 -7.421141 0.72 0.21 -0.53 -1.2945
C -3.923691 -21.822500 -6.369727 -1.08 0.93 -0.19 1.0565
C -2.456922 -22.036437 -6.696082 -0.75 -0.81 0.40 -1.5919
O -4.019342 -21.066428 -5.163506 0.13 -0.41 0.71 -0.5883
H -4.311160 -20.067010 -7.439032 0.02 0.26 -0.42 0.4591
H -5.797181 -20.966009 -7.245570 0.09 -0.35 0.34 0.3044
H -4.564404 -21.543182 -8.391708 -0.10 0.13 -0.19 0.2963
H -4.498266 -22.732330 -6.196013 0.57 -0.40 0.32 -0.1304
H -2.352130 -22.753796 -7.510028 0.19 0.29 -0.26 0.3609
H -2.052239 -22.521031 -5.807542 0.37 0.17 -0.03 0.4104
H -1.958399 -21.083608 -6.874127 0.06 -0.13 -0.17 0.3282
H -3.866015 -20.135368 -5.340208 0.00 0.08 -0.11 0.3245
C -8.238089 -27.277400 -12.156005 -0.52 -0.87 -0.79 -1.1132
C -9.312218 -28.292322 -12.640386 -0.19 2.19 -0.01 0.6273
C -8.826017 -29.318610 -13.594197 0.43 -0.41 -0.55 -1.3755
O -10.071713 -28.789341 -11.559681 0.05 -0.20 0.38 -0.5530
H -7.700526 -27.000807 -13.062984 0.45 -0.10 0.13 0.4061
H -7.575926 -27.753831 -11.433053 0.12 0.28 0.06 0.3131
H -8.658876 -26.330889 -11.816641 -0.21 -0.32 0.50 0.1699
H -9.973344 -27.708647 -13.280970 -0.33 0.50 0.11 0.1930
H -8.266718 -30.126628 -13.122618 -0.06 -0.08 -0.15 0.3135
H -8.214362 -28.798560 -14.331445 0.33 -0.18 0.01 0.3419
H -9.679891 -29.660255 -14.179253 0.03 -0.62 0.21 0.3749
H -10.976512 -28.875501 -11.868728 -0.05 -0.14 0.17 0.3204
C -8.547094 -18.809443 -13.638861 -0.29 0.60 1.86 -0.1744
O -7.172040 -18.818199 -13.919609 0.33 -0.26 -1.18 -0.4456
H -8.775043 -19.641004 -12.972032 -0.33 -0.31 -0.21 -0.0282
H -8.669405 -17.925670 -13.012695 -0.37 0.10 -0.07 -0.0675
H -9.275177 -18.744337 -14.447403 0.43 -0.14 -0.39 0.4176
H -7.070973 -19.253214 -14.769408 0.32 -0.06 -0.09 0.2865
```
Forces are in eV/Å.

The value obtained for the gap between HOMO and LUMO is 9.95 eV. The total charge is 0. As for the SMILES: CC(C)O.CC(C)O.CC(C)O.CC(C)O.CC(C)O.CC(C)O.CC(C)O.CC(C)O.CO.

total charge of number 2 (C25H68O9)? 0

Look up the total charge of the second one. 0